Record 1
14
Properties=species:S:1:pos:R:3:forces:R:3 method="wB97M-V/def2-TZVPD" mol_weight_da=112.1 energy_ha=-394.99250 charge=+1 e_lumo_ev="-6.4 / -6.4" largest_force_ev_per_a=5.008
C 2.777433 2.099510 -1.513492 -0.06 -2.60 0.76
C 1.700001 1.524126 -1.113294 1.96 1.85 0.24
N 0.600362 1.135948 -0.872642 -3.98 -2.85 1.05
N -0.228082 0.755634 0.109376 -3.68 1.10 1.65
O -1.275749 1.384177 0.277953 2.38 -0.47 -1.24
N -0.095640 -0.260889 1.141555 2.62 0.87 -1.02
C -0.869882 -1.254850 1.252667 2.49 -2.13 1.23
C -1.899520 -1.874994 0.499605 -2.24 -1.54 -2.37
H 2.978872 3.096023 -1.495908 -0.06 2.86 -0.30
H 3.630051 1.476261 -1.522079 0.95 -0.77 -0.40
H -0.544709 -1.984494 2.112765 -0.54 2.12 -0.98
H -1.839425 -3.059395 0.575588 -0.13 2.68 -0.32
H -2.756328 -1.556635 1.094922 -0.64 -0.41 0.20
H -2.177383 -1.480423 -0.547014 0.91 -0.71 1.49

Record 2
130
Properties=species:S:1:pos:R:3:forces:R:3 method="wB97M-V/def2-TZVPD" mol_weight_da=854.9 energy_ha=-3210.98685 charge=-1 e_lumo_ev=2.0 largest_force_ev_per_a=10.288
C 1.043388 0.408888 0.340696 1.55 -0.73 1.96
O 0.223128 -0.717472 0.713886 0.62 -0.58 -0.49
O 2.340308 0.086708 0.628456 -0.80 0.28 -1.75
C 0.708858 0.814568 -1.131064 0.27 1.96 -0.86
F 0.660288 -0.126922 -2.062844 -0.73 -1.65 0.13
F -0.441222 1.489018 -1.255544 -1.21 -0.34 1.07
F 1.557098 1.694678 -1.735704 1.41 0.32 1.07
C -1.137742 -0.662232 1.127286 0.30 0.27 -1.00
C -1.752552 -2.053932 1.201196 0.59 0.10 -0.32
H -1.469762 -2.663402 0.342906 0.22 0.34 -0.26
H -1.410562 -2.652522 2.045496 -0.48 0.34 0.26
H -2.826362 -1.918152 1.072376 -0.11 -0.35 0.67
H -1.682492 -0.170062 0.321606 -0.30 0.57 0.20
H -1.164902 -0.084582 2.051236 -0.34 -0.15 0.11
H 0.823098 1.237428 1.013826 -1.02 0.72 -0.39
C 4.177038 4.254298 0.418826 0.66 0.01 -0.74
O 4.248998 5.433858 0.617996 1.22 3.03 0.70
N 5.207008 3.427358 0.240356 2.23 -0.63 -0.16
N 3.017418 3.733598 0.184506 -4.15 -1.85 -0.50
H 6.061538 3.903908 -0.010194 0.04 -0.39 0.37
H 5.055198 2.486158 -0.093094 0.16 -0.14 -0.02
H 2.849398 2.754618 0.001596 0.05 0.14 -0.06
H 2.271188 4.403688 0.065166 -0.23 -0.31 0.39
C -0.521612 -7.278542 1.267286 -1.81 -3.62 1.43
O -1.371822 -7.813762 1.937056 -1.44 -1.77 0.46
N 0.241778 -7.744452 0.333426 2.52 -7.04 -5.52
N -0.135022 -6.128072 1.393556 1.89 9.95 1.82
H 0.983028 -7.312062 -0.199204 -0.40 0.38 0.62
H 0.226828 -8.733832 0.130966 -0.31 0.03 0.09
H 0.548508 -5.845522 0.705776 -0.37 1.23 0.90
H -0.565562 -5.527252 2.081856 0.34 0.50 -0.02
C 4.989158 -3.659512 0.152446 -0.01 2.83 -1.69
O 6.159118 -3.595142 -0.112224 2.67 -0.62 -0.34
N 4.168908 -2.665992 -0.131644 -1.69 2.31 -0.60
N 4.390858 -4.702922 0.619316 -0.71 -4.63 2.29
H 3.216168 -2.666602 0.203606 0.07 -0.02 -0.54
H 4.403088 -2.044112 -0.892254 0.14 0.05 0.63
H 5.077088 -5.379512 0.921696 -0.55 -0.29 0.28
H 3.437288 -4.770322 0.945276 0.35 0.30 -0.17
C 3.123278 4.513238 -3.775354 -1.45 -2.12 -0.96
O 2.344958 4.224298 -4.647944 -1.70 -0.01 -2.75
N 3.721188 3.582458 -3.122714 2.80 -3.54 2.42
N 3.350968 5.680258 -3.318274 0.88 5.57 1.07
H 4.259548 3.836108 -2.306664 0.05 -0.69 -0.06
H 3.689468 2.628638 -3.453364 -0.16 0.35 0.30
H 3.105398 6.453978 -3.919234 -0.02 0.00 0.42
H 4.083288 5.804678 -2.633924 -0.23 0.38 -0.17
C -1.199682 4.194988 -4.341274 -1.03 -0.45 -0.62
O -2.373492 4.250148 -4.537534 -3.98 0.64 -0.05
N -0.358642 4.824438 -5.114694 2.17 2.26 -2.12
N -0.661272 3.402058 -3.458234 2.45 -1.94 2.64
H 0.642098 4.745228 -5.003584 0.09 0.20 -0.12
H -0.762082 5.532968 -5.710774 0.22 -0.38 0.06
H 0.347538 3.444828 -3.434544 -0.07 -0.34 0.52
H -1.146542 3.033558 -2.652734 -0.13 0.10 -0.55
C -4.064922 2.793028 0.168226 0.90 0.37 0.04
C -4.970372 2.056068 -0.769944 -0.79 1.16 -0.38
C -4.432112 0.776628 -1.409544 -0.11 0.53 -1.23
O -3.383352 0.972128 -2.371304 0.87 -0.45 0.53
C -2.654142 -0.257372 -2.604624 0.02 0.76 1.04
N -6.237582 1.800038 -0.068864 -0.24 -0.99 -0.02
H -3.417932 3.440948 -0.423114 0.70 -0.47 0.07
H -3.542212 2.084418 0.810686 0.38 0.17 -0.09
H -4.527962 3.525718 0.829186 -0.71 -0.27 0.01
H -5.229102 2.737078 -1.580734 0.46 0.06 -0.49
H -5.216512 0.458078 -2.096084 -0.77 -0.85 0.74
H -4.128882 0.052678 -0.653204 -0.19 -0.18 0.08
H -1.666562 -0.011022 -2.994614 -0.33 0.09 -0.29
H -3.144772 -1.029332 -3.197464 -0.42 0.39 -0.47
H -2.493492 -0.734142 -1.637674 0.21 -0.12 0.24
H -6.856492 1.333028 -0.716134 -0.19 -0.43 -0.09
H -6.719612 2.673418 0.089136 0.26 0.30 0.24
C -1.057762 -5.702442 -2.470774 -0.08 1.59 0.70
C -1.861492 -5.114832 -1.252964 -0.18 0.69 -1.11
C -2.852302 -3.998632 -1.654484 -1.07 0.25 -0.17
O -3.830962 -3.656982 -0.630624 -0.30 -0.67 0.19
C -5.049142 -3.006982 -1.051164 1.01 -0.31 -0.26
N -2.568742 -6.247152 -0.762364 -0.29 -0.50 0.09
H -0.331132 -6.442702 -2.135934 0.07 0.14 0.30
H -0.516242 -4.842192 -2.864244 0.21 -0.28 -0.63
H -1.667482 -6.227652 -3.205964 -0.30 0.45 0.01
H -1.138312 -4.724842 -0.536714 0.17 0.23 0.06
H -3.397642 -4.405852 -2.505884 -0.18 0.09 -0.31
H -2.413992 -3.038132 -1.925434 0.64 -0.22 -0.29
H -4.867072 -1.953392 -1.263064 0.03 0.10 0.00
H -5.814352 -3.079662 -0.278324 0.39 -0.12 0.30
H -5.489192 -3.447712 -1.945704 0.20 -0.28 -0.22
H -1.767432 -6.849282 -0.638084 -0.79 -1.03 0.75
H -3.054352 -6.056312 0.102426 0.19 -0.19 0.26
C 1.165358 6.146978 3.498866 -0.56 -0.97 0.51
C 0.475338 4.873698 2.905886 0.11 0.37 0.58
C -0.737392 4.223658 3.613176 0.29 -2.17 1.40
O -1.224892 3.122108 2.782736 1.27 1.01 -1.44
C -2.208402 2.324128 3.352256 -0.30 0.12 -0.06
N 0.091768 5.104358 1.537136 -0.21 0.04 -0.88
H 1.554708 5.946908 4.497106 -0.20 -0.15 0.20
H 0.488708 6.996718 3.589386 -0.05 0.05 -0.22
H 2.058258 6.412168 2.932746 -0.32 -0.07 -0.44
H 1.247458 4.104338 2.910546 0.08 -0.15 -0.13
H -1.558812 4.808958 4.026456 -0.23 0.68 -0.76
H -0.466322 3.598388 4.463856 0.87 0.67 0.78
H -2.427552 1.490938 2.684516 -0.15 0.34 -0.33
H -3.064522 2.991498 3.451216 -0.55 -0.61 0.66
H -1.845742 1.820598 4.248376 -0.23 0.41 0.63
H -0.438872 4.281228 1.290186 0.17 -0.47 -0.58
H -0.654122 5.785128 1.519576 0.03 0.72 0.02
O 3.186608 -1.729412 2.729486 0.33 -0.29 0.75
H 2.490358 -2.373342 2.859136 -0.22 -0.11 0.13
H 2.921968 -1.243832 1.948196 -0.33 0.67 -0.79
O 1.189828 -2.948252 -0.481674 -0.15 -1.11 0.42
H 1.343518 -2.690752 -1.390694 0.38 -0.27 -0.35
H 1.061458 -2.121582 -0.016514 -0.44 0.54 0.49
O 0.008108 -1.903632 4.176436 -0.13 -0.71 0.03
H 0.505008 -1.091842 4.074866 0.23 0.67 -0.33
H -0.623812 -1.713062 4.869686 -0.11 0.06 0.18
O 2.096318 -2.059592 -2.844734 0.30 -0.19 -0.61
H 1.784288 -1.201382 -2.557784 0.01 0.16 -0.08
H 2.940958 -1.881822 -3.258524 0.25 -0.25 -0.09
O -0.734122 -4.643752 3.555226 -0.22 -0.27 0.30
H -1.628772 -4.409612 3.802226 -0.27 0.00 0.07
H -0.252352 -3.817222 3.586706 0.32 0.67 0.16
O 0.558628 0.956338 3.702046 -0.19 -0.46 0.50
H 0.062718 1.558908 3.147766 -0.22 0.42 -0.30
H 1.475528 1.159658 3.517186 0.78 0.14 -0.17
O 4.662298 0.456208 -0.910984 0.97 0.46 -0.54
H 3.819698 0.218338 -0.524104 -1.23 -0.25 0.94
H 4.488718 0.508058 -1.850884 0.04 0.03 -0.24
O 3.604848 1.596988 2.869296 -0.20 0.63 0.67
H 3.820838 0.783668 3.325456 0.15 -0.43 0.01
H 3.353808 1.318758 1.988496 -0.30 -0.53 -0.69